{
  "formula": "C21H19N3O3S",
  "method": "ωB97M-V/def2-TZVPD",
  "species": ["C", "C", "O", "C", "C", "C", "C", "C", "N", "C", "C", "C", "C", "C", "N", "S", "C", "C", "N", "O", "C", "C", "C", "C", "C", "C", "C", "O", "H", "H", "H", "H", "H", "H", "H", "H", "H", "H", "H", "H", "H", "H", "H", "H", "H", "H", "H"],
  "coordinates": [[-1.274, 1.321, 1.381], [-1.508, 1.035, -0.050], [-1.624, -0.381, -0.319], [-0.456, -1.210, -0.238], [0.844, -0.687, -0.274], [1.826, -1.614, -0.109], [3.209, -1.301, -0.266], [3.932, -0.795, -1.313], [5.196, -0.608, -0.896], [5.263, -1.263, 0.239], [6.519, -1.411, 1.047], [6.414, -2.008, 2.292], [5.176, -2.627, 2.627], [4.079, -2.508, 1.824], [4.107, -1.744, 0.669], [1.125, -3.259, 0.190], [-0.514, -2.582, -0.041], [-1.852, -3.297, -0.092], [-2.852, -2.866, -0.914], [-2.121, -4.214, 0.523], [-2.863, 1.745, -0.337], [-4.063, 1.013, 0.027], [-5.283, 1.664, -0.200], [-5.335, 2.872, -0.828], [-4.200, 3.570, -1.139], [-2.903, 3.081, -0.915], [-1.580, 3.878, -1.303], [-1.008, 3.207, -2.460], [-0.291, 0.882, 1.769], [-2.025, 0.898, 2.084], [-1.284, 2.390, 1.462], [-0.775, 1.316, -0.847], [1.059, 0.339, -0.561], [3.551, -0.668, -2.326], [7.403, -0.850, 0.867], [7.287, -1.970, 2.935], [5.035, -3.147, 3.625], [3.055, -2.954, 2.051], [-3.719, -3.392, -0.897], [-2.561, -2.287, -1.732], [-3.918, -0.012, 0.384], [-6.177, 1.047, 0.005], [-6.273, 3.294, -1.210], [-4.266, 4.566, -1.549], [-1.809, 4.913, -1.581], [-0.918, 3.741, -0.453], [-1.627, 2.882, -3.150]],
  "atomic_forces_ev_per_a": [[2.2, -1.2, 1.9], [-0.7, -0.4, -2.0], [0.8, -2.0, 0.1], [-1.9, 0.6, 0.5], [0.6, 0.3, -0.5], [-1.8, -0.9, 0.0], [-1.3, -2.1, -0.2], [-0.8, 0.6, 0.5], [0.8, -0.7, -1.3], [5.7, 1.1, 0.8], [-2.9, -0.2, 1.5], [0.1, 0.5, -2.0], [-1.0, -0.6, 1.3], [-1.9, -0.4, 0.8], [0.3, -0.3, 1.0], [-1.0, 1.9, -0.8], [-0.5, 1.4, -0.7], [1.1, 4.2, -3.4], [1.1, 2.6, -2.4], [-0.5, -7.1, 5.7], [-0.5, -0.5, -0.7], [2.0, 2.2, -1.0], [-0.1, -2.7, 0.4], [-1.1, 0.8, -0.7], [1.9, 0.7, 0.0], [0.0, -1.4, 0.9], [-2.6, -2.5, -1.1], [0.6, 0.1, 0.1], [-1.0, 0.8, -0.6], [0.1, 0.3, -0.9], [0.2, 0.6, 0.6], [-0.3, 0.8, 1.3], [0.1, -0.2, 0.3], [0.2, 0.6, 0.4], [0.4, 0.3, -0.9], [-0.3, -0.3, 0.2], [0.2, 0.5, -1.5], [1.7, 0.7, -0.1], [0.6, 0.1, -0.2], [-1.0, -0.7, 1.1], [-0.4, 0.5, 0.0], [0.3, 0.8, -0.1], [0.2, -0.2, 0.6], [-0.2, 0.1, -0.3], [0.1, -0.1, 0.5], [0.5, 0.4, -0.4], [0.0, 0.7, 1.2]],
  "homo_energy_ev": -8.0161,
  "smiles": "C[C@@H](Oc1cc(-c2cnc3ccccn23)sc1C(N)=O)c1ccccc1CO",
  "total_energy_ha": -1599.7184,
  "multiplicity": 1,
  "charge": 0
}